No. 1
Below is C14H32LiNO14P as an isolated structure at a distorted geometry, with properties calculated with the ωB97M-V functional and the def2-TZVPD basis.

Last column: Löwdin charge in e.
Geometry (Å):
C  -4.34  0.67  4.11  0.0028
N  -3.96  1.33  2.85  -0.3023
C  -4.92  0.97  1.67  0.0392
C  -4.07  2.82  2.98  -0.0088
C  -2.57  0.94  2.63  -0.1016
C  -1.79  1.79  1.47  -0.2364
O  -0.65  1.19  0.98  -0.0870
H  -5.27  0.88  4.27  0.0433
H  -3.57  0.87  4.92  0.1444
H  -4.21  -0.30  4.16  0.0691
H  -4.78  1.45  0.88  -0.0065
H  -6.01  0.95  1.98  0.1236
H  -4.86  -0.15  1.31  0.1357
H  -4.19  3.36  2.03  0.1028
H  -3.06  3.25  3.42  0.1502
H  -4.92  3.11  3.49  0.0674
H  -2.48  -0.05  2.36  0.0853
H  -1.86  0.97  3.51  0.1543
H  -1.32  2.58  1.99  0.0754
H  -2.39  2.28  0.71  0.1156
H  -0.95  0.47  0.45  -0.0906
Li  -0.54  -1.41  -1.76  0.5715
P  -2.70  -1.32  -0.42  -0.2594
O  -2.16  -2.02  -1.58  -0.4778
O  -4.00  -0.64  -0.86  -0.4488
O  -1.46  -0.53  -0.41  -0.4320
O  -2.85  -2.18  0.84  -0.4368
C  0.16  -3.00  1.17  -0.0456
O  1.44  -3.29  0.60  -0.0243
C  1.64  -3.43  -0.69  -0.6384
O  0.97  -3.00  -1.59  0.1045
O  2.86  -3.94  -0.89  0.0322
C  3.47  -3.94  -2.27  0.0750
H  -0.70  -3.68  0.74  0.1339
H  0.01  -1.87  1.05  0.0958
H  0.08  -3.27  2.28  0.0995
H  4.09  -4.59  -2.28  -0.0063
H  3.87  -2.99  -2.43  0.0929
H  2.90  -4.28  -2.94  0.0451
C  -0.95  1.82  -2.99  -0.0496
O  0.27  1.70  -3.60  -0.0006
C  0.99  0.59  -3.75  -0.4974
O  0.55  -0.57  -3.39  -0.0034
O  2.21  0.83  -4.18  0.0167
C  3.14  -0.24  -4.11  -0.0066
H  -1.28  2.88  -3.05  0.1002
H  -0.84  1.88  -1.97  0.0561
H  -1.65  1.00  -3.47  0.1684
H  2.71  -1.04  -3.78  0.0041
H  4.02  0.16  -3.60  0.1060
H  3.39  -0.36  -5.26  0.1424
C  2.14  0.21  -0.22  0.0748
O  3.49  0.62  -0.69  0.0323
C  4.46  0.77  0.13  -0.6250
O  4.46  0.53  1.36  0.0688
O  5.59  1.19  -0.43  0.0150
C  6.55  1.82  0.42  -0.0148
H  1.45  0.01  -0.98  0.0567
H  1.72  0.90  0.38  0.0375
H  2.43  -0.74  0.49  0.1699
H  6.11  2.55  1.05  0.0960
H  7.16  2.39  -0.08  0.0454
H  6.94  1.13  0.98  0.0500

Output
orbital gap = 4.061 eV
HOMO level = -0.0701 Ha
net charge = -1

No. 2
Below is C3H5N2 as an isolated structure at a distorted geometry, with properties calculated with the ωB97M-V functional and the def2-TZVPD basis.

Last column: Löwdin charge in e.
Geometry (Å):
C  -0.57  0.02  -0.11  -0.2185
C  -1.95  -0.02  -0.02  0.2755
C  1.44  0.43  -0.06  -0.1839
N  0.27  1.17  -0.14  0.1822
N  0.69  -0.87  -0.08  0.1131
H  -2.57  -0.98  -0.01  0.1404
H  -2.45  1.02  0.06  0.1465
H  2.16  0.71  -0.88  0.1705
H  2.11  0.35  0.87  0.1961
H  0.86  -1.83  0.37  0.1781

Output
orbital gap (spin up / spin down) = 7.812 / 7.043 eV
HOMO level (spin up / spin down) = -0.5721 / -0.5650 Ha
net charge = +1

No. 3
Below is a single C5H9NO molecule at a distorted geometry, with properties calculated with the ωB97M-V functional and the def2-TZVPD basis.

Last column: Löwdin charge in e.
Geometry (Å):
C  0.48  0.94  -0.32  -0.2315
C  -0.96  0.37  1.37  -0.1305
C  -0.90  -1.76  0.20  -0.1570
C  2.07  1.68  -1.84  -0.0619
C  -1.48  -1.12  1.39  -0.2088
N  0.00  0.84  0.77  0.0839
O  1.75  1.00  -0.60  -0.0897
H  -1.41  0.86  2.18  0.0934
H  -1.42  -2.74  0.10  0.0857
H  0.19  -1.93  0.25  0.0874
H  -0.98  -1.21  -0.73  0.0678
H  2.59  1.11  -2.54  0.0523
H  2.77  2.52  -1.56  0.1013
H  1.08  2.10  -2.19  0.0953
H  -1.16  -1.57  2.26  0.0770
H  -2.62  -1.06  1.24  0.1353

Output
orbital gap (spin up / spin down) = 8.216 / 8.217 eV
HOMO level (spin up / spin down) = -0.2729 / -0.2729 Ha

Calculated calculated total energy, -2009.4707, -226.3632, -325.7639 Ha (same order as the records).
Calculated relative energy (zero: lowest compared OMol25 entry of this formula, charge and spin), 247.7, 601.6, 455.9 kJ/mol (same order as the records).